<a>
Formula: CH5N2O
Source: OMol25
Level of theory: ωB97M-V with the def2-TZVPD basis set

Each atom is followed by the atoms it is bonded to, with distances in Å.
CARTESIAN COORDINATES (ANGSTROEM)
1 N -0.937 0.164 0.207  C2 1.471, H5 1.044, H6 0.977, H7 1.045
2 C 0.530 0.273 0.253  N1 1.471, N3 1.399, O4 1.359, H8 1.111
3 N 1.342 -0.198 -0.784  C2 1.399, O4 1.510, H9 1.009
4 O 1.196 -0.872 0.559  C2 1.359, N3 1.510
5 H -1.526 1.018 0.087  N1 1.044
6 H -1.363 -0.329 0.935  N1 0.977
7 H -0.948 -0.514 -0.589  N1 1.045
8 H 0.909 1.167 0.793  C2 1.111
9 H 0.796 -0.710 -1.460  N3 1.009

Highest occupied orbital energy in eV: -16.12
Total charge: +1
SMILES string: [NH3+][C@@H]1NO1
Molecular weight in g mol⁻¹: 61.06
HOMO-LUMO gap in eV: 11.697



<b>
Formula: CH5N2O
Source: OMol25
Level of theory: ωB97M-V with the def2-TZVPD basis set

Each atom is followed by the atoms it is bonded to, with distances in Å.
CARTESIAN COORDINATES (ANGSTROEM)
1 C -1.064 0.219 0.247  N2 1.421, H5 1.063, H6 1.064, H7 1.066
2 N 0.091 0.127 -0.575  C1 1.421, N3 1.543, O4 1.155
3 N 1.301 -0.418 0.213  N2 1.543, H8 0.968, H9 1.007
4 O 0.234 0.439 -1.677  N2 1.155
5 H -1.445 1.201 0.387  C1 1.063
6 H -0.952 -0.190 1.223  C1 1.064
7 H -1.933 -0.075 -0.296  C1 1.066
8 H 1.646 -1.104 0.804  N3 0.968
9 H 2.122 -0.198 -0.326  N3 1.007

Highest occupied orbital energy in eV: -17.03
Total charge: +1
SMILES string: C[N+](N)=O
Molecular weight in g mol⁻¹: 61.06
HOMO-LUMO gap in eV: 9.836



Q: Which of them is the most stable? A: <a>.